A single C3H5NO3 molecule. Source: OMol25; level of theory: ωB97M-V/def2-TZVPD.

```
! RIJCOSX wB97M-V def2-TZVPD def2/J DEFGRID3
* xyz 0 1
H -1.051 -0.145 1.623
H 1.336 0.648 -0.887
C -0.244 0.375 1.102
H 1.802 -0.989 -1.133
C -1.323 0.387 -0.954
C 0.739 -0.680 0.586
H 0.235 1.096 1.769
N 1.463 -0.277 -0.506
H -1.435 0.977 -1.874
O -1.626 -0.767 -0.827
O -0.734 1.144 -0.006
O 0.839 -1.768 1.106
*
```

Properties
- ΔE to the lowest compared entry with this formula, charge and spin (kcal/mol) = 19.77
- E_LUMO (eV) = 0.7
- max |F| (eV/Å) = 0.6
- structure (SMILES) = NC(=O)COC=O
- HOMO-LUMO gap (eV) = 10.858